[1]
{
  "formula": "C3H4FN4",
  "method": "the ωB97M-V functional and the def2-TZVPD basis",
  "symbols": ["C", "C", "C", "N", "N", "N", "N", "F", "H", "H", "H", "H"],
  "positions_angstrom": [[0.851416, -0.118484, -0.256306], [-1.581052, 0.114573, 0.502302], [-0.566744, -0.385014, -0.580162], [1.886154, -0.275819, -1.093298], [1.197801, 0.446129, 0.908888], [2.901777, 0.141480, -0.337961], [2.529793, 0.547234, 0.843035], [-0.901726, 0.287563, -1.741214], [-1.231801, 1.155134, 0.983488], [-2.702798, 0.166080, 0.089343], [-1.621719, -0.629770, 1.281180], [-0.761102, -1.449106, -0.599296]],
  "forces_ev_per_a": [[-0.129, 0.968, 0.384], [-0.663, 2.035, -0.132], [-1.227, 1.037, 1.835], [-0.476, -0.112, 1.343], [-0.132, -0.737, 0.006], [1.716, 0.001, -0.549], [-0.619, 0.038, -0.689], [-0.206, -0.361, -0.967], [-0.950, -2.385, -1.210], [2.581, 0.063, 0.541], [0.134, -0.096, 0.554], [-0.028, -0.453, -1.116]],
  "homo_ev": -4.948,
  "de_lowest_kj_mol": 0.0,
  "energy_ha": -435.61765,
  "gap_ev": 9.001,
  "fmax_ev_per_a": 2.84,
  "lumo_ev": 4.0532,
  "total_charge": -1
}

[2]
{
  "formula": "C24H36F2NO4S2",
  "method": "the ωB97M-V functional and the def2-TZVPD basis",
  "symbols": ["C", "C", "C", "C", "C", "C", "C", "F", "C", "C", "C", "C", "C", "C", "C", "C", "C", "N", "F", "H", "H", "H", "H", "H", "H", "H", "H", "H", "H", "H", "H", "H", "H", "H", "H", "H", "H", "H", "H", "C", "C", "C", "S", "O", "O", "C", "H", "H", "H", "H", "H", "H", "H", "H", "C", "C", "C", "S", "O", "O", "C", "H", "H", "H", "H", "H", "H", "H", "H"],
  "positions_angstrom": [[-2.686306, 0.630497, -4.406744], [-2.113747, 0.889405, -3.377833], [-1.350037, 1.024874, -2.099779], [-2.136783, 1.215596, -0.753886], [-2.714408, -0.025020, -0.023819], [-1.664571, -1.068467, 0.433266], [-1.095469, -1.961602, -0.719926], [-0.637468, -0.511338, 1.219324], [-1.316979, 2.283462, 0.122795], [0.069491, 2.127248, -0.612486], [1.245663, 3.042396, -0.219370], [2.576398, 2.252775, -0.383233], [2.703464, 1.153573, -1.269158], [3.878568, 0.391909, -1.420077], [5.011873, 0.724715, -0.646977], [4.904074, 1.841687, 0.212150], [3.735731, 2.609541, 0.363084], [-0.411997, 2.213306, -2.034969], [-1.260511, 3.273340, -2.305269], [-2.905961, 0.365105, -5.437805], [-0.618619, 0.188895, -2.176285], [-3.047546, 1.771506, -1.070334], [-3.480034, -0.499920, -0.666200], [-3.203939, 0.362716, 0.893599], [-2.194679, -1.784605, 1.101478], [-0.122591, -1.545992, -1.076808], [-0.880151, -2.991487, -0.389700], [-1.786606, -1.953517, -1.589831], [-1.223614, 1.897971, 1.154767], [-1.738764, 3.304336, 0.088019], [0.254148, 1.048638, -0.424593], [1.145760, 3.503586, 0.776944], [1.330253, 3.888903, -0.944353], [1.832807, 0.841724, -1.879702], [3.878638, -0.477812, -2.120894], [5.911258, 0.106197, -0.748056], [5.781493, 2.108743, 0.818091], [3.677747, 3.476853, 1.034992], [0.312527, 2.282982, -2.760871], [-5.991715, 0.907210, 3.774994], [-7.002496, 2.056598, 3.847276], [-6.731657, 2.983400, 2.656771], [-6.023795, 1.953646, 1.370738], [-4.656648, 2.373145, 1.141520], [-6.968598, 1.813071, 0.294795], [-5.999795, 0.439537, 2.323434], [-6.249817, 0.097659, 4.457060], [-4.997136, 1.272423, 4.044986], [-8.015735, 1.654259, 3.776959], [-6.930768, 2.598059, 4.790062], [-7.645804, 3.441720, 2.285379], [-6.004638, 3.755105, 2.907318], [-5.125941, -0.151960, 2.057098], [-6.911409, -0.111973, 2.092242], [5.922738, -4.548624, 0.669033], [6.960480, -4.540556, -0.458815], [6.196355, -4.593183, -1.786407], [4.603193, -3.829380, -1.478114], [3.575884, -4.827894, -1.622986], [4.537626, -2.561582, -2.169864], [4.863426, -3.529011, 0.265011], [6.369198, -4.300732, 1.631653], [5.473767, -5.541679, 0.750468], [7.546327, -3.619309, -0.407395], [7.656019, -5.374946, -0.373185], [6.711524, -4.043656, -2.571707], [6.019529, -5.619086, -2.106567], [3.924989, -3.645519, 0.803626], [5.235803, -2.509443, 0.375070]],
  "forces_ev_per_a": [[0.961, 0.013, -0.201], [0.081, 0.293, 0.637], [0.291, -1.314, -0.852], [-1.726, 1.417, -0.099], [1.341, 0.389, 0.468], [-1.097, -1.821, -0.459], [0.651, 0.951, 0.001], [-0.339, 0.155, -0.680], [0.636, -1.606, -0.729], [-1.296, 1.311, 2.253], [0.993, -0.443, -1.587], [0.952, -0.284, 0.422], [-0.309, 0.223, 0.048], [-0.004, 0.111, 0.097], [-1.365, 0.390, -0.294], [0.526, -0.089, 0.273], [-0.737, -0.698, -0.899], [-0.660, -0.823, -0.604], [0.750, 0.789, 0.342], [-0.345, 0.223, 0.807], [-0.577, 0.254, 0.629], [0.476, -0.368, 0.168], [0.438, 0.055, 0.405], [0.127, -0.086, -0.707], [0.286, 0.615, -0.187], [-0.560, -0.273, 0.241], [-0.260, 0.497, -0.146], [0.331, -0.222, 0.617], [0.015, 0.464, -0.553], [0.209, -0.687, 0.041], [0.514, 0.731, -0.492], [-0.137, -0.516, -0.375], [-0.376, -0.357, 0.530], [0.567, 0.099, 0.337], [0.105, 0.941, 0.792], [-0.289, 0.513, 0.224], [-0.433, -0.060, -0.297], [0.259, -0.517, -0.225], [-0.079, -0.183, 0.076], [0.047, 0.096, 0.052], [-0.060, -0.098, 0.038], [-0.133, 0.217, 0.393], [-0.481, -0.159, 0.342], [0.046, -0.026, -0.282], [0.364, 0.116, -0.278], [0.091, -0.205, 0.337], [0.025, 0.015, -0.032], [-0.010, -0.050, -0.012], [0.038, 0.011, -0.009], [-0.013, 0.003, -0.049], [0.125, 0.010, -0.175], [0.039, -0.048, -0.117], [-0.040, 0.045, -0.131], [0.027, 0.057, -0.089], [0.035, -0.110, -0.056], [0.041, 0.062, 0.088], [0.455, -0.136, -0.013], [0.323, -0.034, 0.242], [-0.153, 0.216, -0.168], [-0.255, -0.183, -0.142], [0.112, -0.026, 0.372], [-0.035, -0.009, -0.022], [-0.022, 0.048, 0.028], [-0.025, -0.026, -0.002], [-0.021, 0.034, -0.031], [-0.181, -0.014, -0.072], [-0.142, 0.067, -0.012], [-0.068, 0.044, -0.160], [-0.053, -0.002, -0.058]],
  "homo_ev": -11.727,
  "energy_ha": -2287.49723,
  "gap_ev": 9.349,
  "fmax_ev_per_a": 2.91,
  "lumo_ev": -2.3778,
  "total_charge": 1
}

[3]
{
  "formula": "C5H13N2",
  "method": "the ωB97M-V functional and the def2-TZVPD basis",
  "symbols": ["C", "C", "C", "C", "N", "C", "N", "H", "H", "H", "H", "H", "H", "H", "H", "H", "H", "H", "H", "H"],
  "positions_angstrom": [[0.799001, -0.516212, -2.649237], [-0.210387, -0.599030, -1.502831], [0.358457, -1.220662, -0.207762], [0.685665, -0.193101, 0.877619], [-0.468963, -0.074311, 1.787750], [-1.131996, 0.985688, 2.148381], [-0.754477, 2.237985, 1.883465], [1.433903, -1.390857, -2.799677], [1.472867, 0.341880, -2.551941], [0.258440, -0.337870, -3.579322], [-1.047405, -1.166088, -1.904909], [-0.619127, 0.387267, -1.308889], [-0.307166, -2.028077, 0.115562], [1.240693, -1.781561, -0.528602], [0.860221, 0.729292, 0.363660], [1.481241, -0.594346, 1.501546], [-0.940140, -0.937235, 2.024214], [-1.943027, 0.792784, 2.846091], [-0.405895, 2.366322, 0.943885], [-0.761904, 2.998127, 2.540995]],
  "forces_ev_per_a": [[0.188, 0.862, -0.290], [0.137, -0.490, -0.335], [-0.192, -0.541, -1.196], [-0.683, -1.732, 0.021], [-1.031, 0.424, -0.802], [0.805, 0.227, 1.557], [-0.113, -0.962, -1.178], [-0.281, -0.164, 0.249], [0.039, -0.108, 0.160], [0.046, -0.078, -0.045], [-0.139, -0.249, 0.381], [-0.105, 0.357, 0.072], [-0.066, 0.292, 0.470], [0.259, 0.303, 0.424], [0.582, 0.636, 0.297], [0.386, 0.595, -0.085], [0.182, -0.230, -0.054], [0.044, 0.225, 0.053], [0.570, 0.555, 0.368], [-0.627, 0.078, -0.066]],
  "homo_ev": -14.892,
  "de_lowest_kj_mol": 139.7,
  "smiles": "CCCCNC=[NH2+]",
  "energy_ha": -307.56839,
  "gap_ev": 10.983,
  "fmax_ev_per_a": 1.86,
  "lumo_ev": -3.9095,
  "total_charge": 1
}

[4]
{
  "formula": "C4H8ILiO2S",
  "method": "the ωB97M-V functional and the def2-TZVPD basis",
  "symbols": ["Li", "I", "C", "C", "C", "S", "O", "O", "C", "H", "H", "H", "H", "H", "H", "H", "H"],
  "positions_angstrom": [[-1.837129, 14.936488, 21.443376], [-1.155132, 17.373701, 20.809543], [0.982619, 19.523919, 16.699467], [2.155485, 20.272696, 17.246514], [3.296914, 19.295486, 17.377756], [2.589036, 17.648007, 17.871480], [2.625457, 17.374993, 19.291276], [2.887806, 16.612692, 16.888214], [0.851226, 18.224448, 17.578475], [1.193372, 19.370939, 15.641028], [0.014982, 20.016567, 16.794775], [1.918927, 20.671250, 18.233069], [2.415545, 21.123275, 16.616446], [4.132483, 19.445324, 18.061470], [3.806878, 19.147807, 16.425795], [0.456282, 18.486289, 18.560077], [0.251209, 17.413683, 17.165247]],
  "forces_ev_per_a": [[0.264, 0.814, -0.221], [-0.329, -0.798, 0.260], [-0.867, -1.509, 0.377], [0.279, 0.833, 1.218], [1.359, -1.409, -0.151], [-3.031, 0.295, -0.950], [1.161, 0.143, -0.394], [0.528, 0.812, 0.771], [1.003, 0.591, -0.819], [-0.319, -0.599, -0.060], [0.232, 0.447, -0.137], [-0.060, 0.097, 0.103], [0.177, -0.059, -0.006], [-0.402, 0.600, 0.390], [-0.290, -0.311, -0.228], [0.077, -0.005, -0.051], [0.220, 0.059, -0.101]],
  "homo_ev": -8.208,
  "de_lowest_kj_mol": 0.0,
  "energy_ha": -1011.12564,
  "gap_ev": 7.045,
  "fmax_ev_per_a": 3.19,
  "lumo_ev": -1.1632,
  "total_charge": 0
}